P | 26
Properties=species:S:1:pos:R:3:mulliken_charge:R:1 method="wB97M-V/def2-TZVPD" homo_lumo_gap_ev=9.91 smiles="CC(=O)N(C)O.C=C(C)CC#N" multiplicity=1
C 1.67683 -0.94654 2.45269 -1.16
C 0.84135 -1.51212 1.32989 0.72
O -0.28818 -1.13702 1.07777 -0.58
N 1.45621 -2.47766 0.54377 0.23
C 0.65386 -3.37623 -0.25680 -0.93
O 2.54849 -3.11811 1.13732 -0.46
H 1.13021 -0.10275 2.87659 0.33
H 2.65077 -0.61667 2.08747 0.30
H 1.84461 -1.70714 3.22325 0.31
H 1.23482 -3.71210 -1.12745 0.28
H 0.35317 -4.25754 0.32858 0.30
H -0.22887 -2.82624 -0.58640 0.33
H 3.28730 -2.85833 0.58838 0.34
C -1.32227 4.32605 -1.75815 -1.03
C -1.70132 3.11405 -1.36734 0.81
C -2.78491 2.32199 -2.04568 -1.20
C -1.05612 2.45680 -0.16234 -0.47
C -0.46072 1.14857 -0.49277 0.27
N -0.00691 0.12570 -0.78405 -0.44
H -1.78935 4.81866 -2.60866 0.27
H -0.52947 4.87375 -1.25201 0.25
H -3.20771 2.87246 -2.89709 0.34
H -3.59334 2.09223 -1.34680 0.29
H -2.39684 1.35999 -2.41127 0.32
H -0.26476 3.09617 0.26239 0.30
H -1.79853 2.27685 0.62724 0.25


Q | 26
Properties=species:S:1:pos:R:3:mulliken_charge:R:1 method="wB97M-V/def2-TZVPD" homo_lumo_gap_ev=9.93 smiles="NCC[C@@H]1CN1.C#CC(=O)OC" multiplicity=1
N -1.45192 -1.28315 3.23032 -0.61
C -2.24730 -0.24621 2.56696 -0.55
C -1.37792 0.95323 2.20145 -0.84
C -0.26398 0.59294 1.24856 -0.06
C 0.16717 1.49220 0.16417 -0.31
N -0.65935 0.32454 -0.13161 -0.47
H -0.90019 -1.78711 2.53676 0.23
H -2.07791 -1.98063 3.64151 0.24
H -2.76309 -0.59853 1.65510 0.27
H -3.02323 0.07967 3.26582 0.40
H -2.01669 1.72328 1.73839 0.29
H -0.94473 1.38102 3.11685 0.31
H 0.51041 -0.05023 1.66949 0.45
H -0.33766 2.45157 0.03328 0.22
H 1.22080 1.48375 -0.15274 0.19
H -0.10507 -0.41168 -0.51275 0.23
C 4.50966 0.07475 -2.49292 0.45
C 3.37453 -0.31866 -2.45306 -0.65
C 2.00970 -0.84436 -2.37200 0.35
O 1.73850 -1.91512 -1.89474 -0.52
O 1.15009 0.02900 -2.90578 -0.32
C -0.23581 -0.34687 -2.90280 -0.72
H 5.45009 0.46257 -2.49943 0.49
H -0.79154 0.42587 -2.35666 0.23
H -0.35246 -1.33410 -2.44739 0.44
H -0.58213 -0.35774 -3.94678 0.26


Quick ranking, most stable first: P, Q.


P | 13
Properties=species:S:1:pos:R:3:mulliken_charge:R:1 method="wB97M-V/def2-TZVPD" total_charge=+1 homo_lumo_gap_ev=9.71 multiplicity=1
O 0.71353 0.28268 2.66272 -0.65
H 1.57576 0.70123 2.79908 0.33
H 1.31660 4.18672 4.34702 -0.02
H 0.20014 0.71409 3.36473 0.32
C -0.84620 0.12074 -2.64304 -0.98
C -0.87415 -0.01468 -1.18563 0.25
S 0.32477 -0.69200 -0.29846 0.05
H -1.66322 0.70137 -3.05334 0.33
H 0.08141 0.63361 -2.93054 0.35
H -0.77155 -0.84210 -3.16745 0.35
H 0.88784 4.05394 4.94256 0.02
H -1.64279 0.50240 -0.62776 0.36
H -0.01538 -0.14065 0.90170 0.29


Q | 13
Properties=species:S:1:pos:R:3:mulliken_charge:R:1 method="wB97M-V/def2-TZVPD" total_charge=+1 homo_lumo_gap_ev=9.36 multiplicity=1
O 1.63147 2.54385 -0.80173 -0.62
H 2.54098 2.66291 -0.50281 0.33
H -1.85478 -3.40125 0.70139 -0.19
H 1.61528 3.03098 -1.66073 0.32
C 0.23855 -0.84825 -0.37054 -0.86
C -0.34559 0.25786 0.31543 0.21
S -1.93857 0.40689 0.67671 0.04
H 0.95128 -0.49129 -1.12689 0.34
H -0.33814 -1.72274 -0.66256 0.34
H 1.03269 -1.30150 0.22042 0.34
H -1.96372 -3.81155 1.32571 0.19
H 0.32537 1.03768 0.66425 0.31
H -1.89480 1.63642 1.22136 0.24


R | 13
Properties=species:S:1:pos:R:3:mulliken_charge:R:1 method="wB97M-V/def2-TZVPD" total_charge=+1 homo_lumo_gap_ev=12.48 multiplicity=1
O 2.34926 -0.61501 0.29927 -0.67
H 2.97405 -0.70574 -0.44332 0.35
H 2.11517 -1.55267 0.58252 0.34
H 0.28765 -0.90174 -0.60578 0.25
C 0.35692 1.30860 -0.59506 -0.74
S -0.81171 -0.14704 -0.49702 0.19
C -1.61032 -0.23336 1.15426 -0.69
H -0.22077 2.18107 -0.34486 0.36
H 1.08973 1.08772 0.16009 0.32
H 0.78516 1.34712 -1.65130 0.33
H -1.98652 0.79042 1.26571 0.29
H -0.84568 -0.57922 1.91683 0.30
H -2.48502 -0.84576 1.32307 0.36


Quick ranking, most stable first: R, P, Q.


P | 5
Properties=species:S:1:pos:R:3:mulliken_charge:R:1 method="wB97M-V/def2-TZVPD" homo_lumo_gap_ev=8.22 multiplicity=1
H 1.60855 0.08905 -0.98509 0.25
N 0.67534 -0.26366 -1.23414 -0.76
N -0.15803 -0.07432 -0.37190 0.68
N -0.66603 -0.09029 0.67049 0.01
S -1.45983 0.33922 1.92064 -0.17


Q | 5
Properties=species:S:1:pos:R:3:mulliken_charge:R:1 method="wB97M-V/def2-TZVPD" homo_lumo_gap_ev=8.23 multiplicity=1
N 0.15588 0.34202 -0.95745 -0.11
N -0.37367 0.72240 0.19828 -0.22
N 0.73625 -0.79707 -0.62831 -0.06
S 0.80405 -0.75322 1.03882 0.10
H -1.32251 0.48586 0.34865 0.29


Quick ranking, most stable first: P, Q.